Density functional theory data (ωB97M-V/def2-TZVPD) for a 2-piece molecular cluster, C4H12 overall.

Element x y z (Å)
1 H -2.4962 2.7085 -0.0416
2 H -2.8488 1.2900 0.8599
3 H 1.6782 0.0138 0.8989
4 C 2.3036 -0.8401 0.6291
5 C -1.6779 0.9466 -0.9141
6 H -1.2791 -0.0413 -0.7004
7 H 0.5730 -2.1494 0.6616
8 H 1.1100 -1.7095 -0.9401
9 H -1.1771 2.0002 0.9313
10 C -2.0471 1.7757 0.3129
11 H 2.0928 -2.8667 -0.0683
12 H 3.0180 -0.4885 -0.1095
13 H 2.7993 -1.1199 1.5521
14 H -2.5277 0.9142 -1.5988
15 H -0.9908 1.5434 -1.5248
16 C 1.4698 -1.9768 0.0519

- HOMO (eV) = -11.77
- electronic energy (Eh) = -159.5791
- gap between HOMO and LUMO (Eh) = 0.4732
- net charge = 0
- energy relative to the best compared isomer or geometry (same formula, charge and spin) (eV) = 0.160

Density functional theory data (ωB97M-V/def2-TZVPD) for a 2-piece molecular cluster, C4H12 overall.

Element x y z (Å)
1 C -0.5930 -0.5810 -2.4531
2 H -0.3318 1.2780 1.2555
3 H 0.6494 0.9191 3.4227
4 H -0.6892 -0.4673 0.9710
5 H 0.2026 -0.7752 3.4775
6 H -0.5929 -1.6421 -2.1978
7 H 0.8819 0.1627 1.2026
8 H 1.4846 -0.3980 -2.8483
9 H -1.3627 -0.2052 -1.7912
10 H 0.6787 1.1285 -2.4120
11 C -0.0919 0.2007 3.0913
12 C 0.7497 0.0718 -2.2103
13 H 1.1327 0.0741 -1.1931
14 H -1.0258 0.4881 3.5840
15 H -0.9389 -0.5097 -3.4757
16 C -0.1535 0.2556 1.5770

- HOMO (eV) = -11.52
- electronic energy (Eh) = -159.5746
- gap between HOMO and LUMO (Eh) = 0.4653
- net charge = 0
- energy relative to the best compared isomer or geometry (same formula, charge and spin) (eV) = 0.281

Density functional theory data (ωB97M-V/def2-TZVPD) for a 2-piece molecular cluster, C4H12 overall.

Element x y z (Å)
1 C -1.9826 -0.6765 2.4586
2 H 1.8231 -0.8874 -2.4707
3 H -1.3154 -0.8216 3.3323
4 H -2.6699 0.1815 2.6298
5 H -2.6831 -1.3713 2.3056
6 H 2.8981 0.5778 -2.5652
7 H 0.1102 0.5099 -1.1606
8 C 2.1768 0.0827 -1.8109
9 C -1.0575 -0.4303 1.2408
10 C 0.9221 0.9812 -1.7086
11 H -0.4457 0.4178 1.1447
12 H 1.1480 1.9266 -1.2318
13 H 2.7394 0.0084 -0.8994
14 H 0.5998 1.2627 -2.7046
15 H -0.4731 -1.4652 1.1895
16 H -1.7903 -0.2961 0.2506

- HOMO (eV) = -11.32
- electronic energy (Eh) = -159.5310
- gap between HOMO and LUMO (Eh) = 0.4560
- net charge = 0
- energy relative to the best compared isomer or geometry (same formula, charge and spin) (eV) = 1.468

Density functional theory data (ωB97M-V/def2-TZVPD) for a 2-piece molecular cluster, C4H12 overall.

Element x y z (Å)
1 H 0.2748 -1.7445 1.2399
2 H 0.1602 -1.4604 2.8731
3 H -1.2112 -1.0290 1.7985
4 H 0.9051 0.7916 1.1033
5 H -0.9353 -0.2448 -3.0188
6 H 1.3844 0.1755 -1.3815
7 C 0.2984 0.4471 1.9162
8 C -0.1171 -0.9992 1.9457
9 C -0.7981 -0.1255 -1.8889
10 H -0.4535 1.2107 1.9925
11 C 0.5414 0.7312 -1.9024
12 H 0.9341 0.5539 -2.9624
13 H 0.4700 1.7942 -1.6792
14 H -1.5924 0.3644 -1.3737
15 H 0.9930 0.5322 2.7739
16 H -0.4768 -1.2653 -1.7886

- HOMO (eV) = -10.77
- electronic energy (Eh) = -159.5328
- gap between HOMO and LUMO (Eh) = 0.4381
- net charge = 0
- energy relative to the best compared isomer or geometry (same formula, charge and spin) (eV) = 1.421

Density functional theory data (ωB97M-V/def2-TZVPD) for a 2-piece molecular cluster, C4H12 overall.

Element x y z (Å)
1 C -1.0495 -1.3289 -1.2218
2 H -2.0101 -0.5317 0.4733
3 C 0.9683 0.8945 0.8311
4 H 0.2400 1.2574 1.6005
5 H -3.0920 -0.7379 -1.1190
6 H 3.0597 1.1920 0.1196
7 H 2.1817 2.7303 0.8070
8 C -2.2903 -1.0643 -0.4369
9 H -2.7849 -1.9844 -0.2156
10 H 0.5227 1.0323 -0.1103
11 H 2.8733 1.3503 1.8001
12 H 0.9807 -0.2008 0.9545
13 H -0.8321 -0.5959 -1.9520
14 C 2.3249 1.6271 0.8813
15 H -0.9760 -2.3869 -1.6947
16 H -0.1163 -1.2531 -0.7172

- HOMO (eV) = -11.37
- electronic energy (Eh) = -159.5535
- gap between HOMO and LUMO (Eh) = 0.4598
- net charge = 0
- energy relative to the best compared isomer or geometry (same formula, charge and spin) (eV) = 0.855

Density functional theory data (ωB97M-V/def2-TZVPD) for a 2-piece molecular cluster, C4H12 overall.

Element x y z (Å)
1 C 0.5524 -1.4138 -0.7596
2 H -0.0098 -2.3606 -0.6780
3 H -0.9561 1.2045 3.0077
4 H 0.4524 1.5988 2.1351
5 H -0.2110 -0.6389 -0.6765
6 H 0.5176 -1.2663 -2.9254
7 C -1.2806 1.7142 0.8512
8 H -0.3810 0.0120 1.9033
9 C 1.2435 -1.3755 -2.1067
10 H 1.2600 -1.3959 0.0627
11 C -0.5042 1.0935 2.0174
12 H 1.8782 -0.4874 -2.1933
13 H -0.7710 2.5306 0.3469
14 H -1.5089 0.9831 0.0750
15 H 1.9055 -2.2210 -2.2657
16 H -2.2773 2.0068 1.1602

- HOMO (eV) = -11.60
- electronic energy (Eh) = -159.5761
- gap between HOMO and LUMO (Eh) = 0.4690
- net charge = 0
- energy relative to the best compared isomer or geometry (same formula, charge and spin) (eV) = 0.242

Density functional theory data (ωB97M-V/def2-TZVPD) for a 2-piece molecular cluster, C4H12 overall.

Element x y z (Å)
1 H -0.6703 0.0407 -3.5748
2 H 0.8449 -0.6317 -2.9015
3 H -1.4069 -0.2503 2.4045
4 H -1.1300 1.4564 -1.9973
5 C -0.3653 0.1282 2.4146
6 H 0.2034 1.1894 -0.8693
7 H 1.0423 -1.6414 2.9259
8 H -0.3254 0.9198 1.5709
9 H 0.4944 1.6350 -2.4117
10 H -0.6947 -0.9590 -1.9190
11 C 0.6783 -0.9999 2.1781
12 H -0.1355 0.5137 3.5831
13 C -0.1265 1.0484 -1.9470
14 H 0.2148 -1.5872 1.4879
15 C -0.1164 -0.3374 -2.6619
16 H 1.4931 -0.5249 1.7175

- HOMO (eV) = -11.30
- electronic energy (Eh) = -159.5177
- gap between HOMO and LUMO (Eh) = 0.4546
- net charge = 0
- energy relative to the best compared isomer or geometry (same formula, charge and spin) (eV) = 1.830

Density functional theory data (ωB97M-V/def2-TZVPD) for a 2-piece molecular cluster, C4H12 overall.

Element x y z (Å)
1 H -1.5584 -0.2029 -0.3929
2 H 0.0682 1.8065 0.5920
3 H 2.1345 2.3009 1.5452
4 H 0.8593 0.6335 -0.4103
5 H 0.6111 2.2147 -1.0047
6 H -1.8675 -1.3953 -1.5781
7 H -1.8267 -3.2841 -0.2858
8 C 2.2678 1.9452 0.5313
9 H -2.7752 -2.1346 0.6615
10 H -1.1337 -2.5302 1.1307
11 C 0.9008 1.6737 -0.1000
12 H -0.2648 -1.2788 -0.9630
13 C -1.3112 -1.2231 -0.6632
14 H 2.7903 2.7581 0.0235
15 H 2.8877 1.0602 0.6450
16 C -1.7821 -2.3438 0.2689

- HOMO (eV) = -11.58
- electronic energy (Eh) = -159.5729
- gap between HOMO and LUMO (Eh) = 0.4673
- net charge = 0
- energy relative to the best compared isomer or geometry (same formula, charge and spin) (eV) = 0.329

Density functional theory data (ωB97M-V/def2-TZVPD) for a 2-piece molecular cluster, C4H12 overall.

Element x y z (Å)
1 H 0.8253 -1.5156 -2.2371
2 C -0.6697 0.1263 1.6115
3 H 1.4837 0.0826 1.1721
4 H -1.1506 0.2326 2.5836
5 H 1.3404 -0.5514 -0.9104
6 C 0.4460 -0.9468 -1.3838
7 H 0.8606 1.6289 1.0844
8 H -1.2135 -0.3145 -2.5485
9 H -1.3303 0.5959 0.8902
10 H -0.6950 -0.9304 1.3482
11 C 0.7554 0.7176 1.6811
12 H -0.0674 -1.7079 -0.7975
13 H -1.0850 0.6002 -1.0453
14 C -0.5202 0.1524 -1.8567
15 H 0.9375 0.9018 2.7288
16 H 0.0830 0.9281 -2.3204

- HOMO (eV) = -11.51
- electronic energy (Eh) = -159.5721
- gap between HOMO and LUMO (Eh) = 0.4682
- net charge = 0
- energy relative to the best compared isomer or geometry (same formula, charge and spin) (eV) = 0.351

Density functional theory data (ωB97M-V/def2-TZVPD) for a 2-piece molecular cluster, C4H12 overall.

Element x y z (Å)
1 C -1.1323 -2.2915 1.6257
2 H -1.5841 -1.0262 -0.0761
3 H -0.1305 -1.8615 1.6033
4 H 3.0047 1.5731 -1.7841
5 H -1.0838 -3.3133 1.2528
6 H 2.6107 2.8798 -0.5662
7 H -2.8273 -2.1060 0.2739
8 H 0.3270 2.5953 -0.8536
9 H -2.5797 -0.6772 1.3475
10 C -2.1049 -1.4644 0.7833
11 C 0.9063 1.8714 -1.4174
12 H 0.7565 2.1789 -2.4565
13 H -1.4582 -2.3436 2.6588
14 H 2.5171 1.1663 -0.1787
15 H 0.4156 0.9169 -1.2412
16 C 2.3628 1.9019 -0.9716

- HOMO (eV) = -11.74
- electronic energy (Eh) = -159.5765
- gap between HOMO and LUMO (Eh) = 0.4707
- net charge = 0
- energy relative to the best compared isomer or geometry (same formula, charge and spin) (eV) = 0.230

Density functional theory data (ωB97M-V/def2-TZVPD) for a 2-piece molecular cluster, C4H12 overall.

Element x y z (Å)
1 C -1.2742 -1.4195 -0.7130
2 H 0.2923 2.1257 1.3632
3 H -1.9359 -3.4627 -0.3294
4 H 2.3929 2.9379 1.7959
5 H -2.3744 -2.9294 -1.8899
6 H -0.7292 -1.3272 0.2562
7 H -1.7233 -0.4706 -0.9872
8 H -3.2369 -2.1883 -0.6616
9 H 1.0142 0.5896 0.8408
10 C -2.2029 -2.5189 -0.8267
11 H -0.4188 -1.6650 -1.4397
12 C 2.4015 2.3147 0.9060
13 H 0.6712 1.8702 -0.3256
14 H 2.7396 2.8868 0.0452
15 H 3.1629 1.5487 1.0817
16 C 1.0155 1.6776 0.6903

- HOMO (spin up / spin down) (eV) = -14.66 / -14.60
- electronic energy (Eh) = -159.1500
- gap between HOMO and LUMO (spin up / spin down) (Eh) = 0.4059 / 0.1113
- net charge = +1
- <S²> = 0.75
- energy relative to the best compared isomer or geometry (same formula, charge and spin) (eV) = 0.539
- multiplicity = 2

Density functional theory data (ωB97M-V/def2-TZVPD) for a 2-piece molecular cluster, C4H12 overall.

Element x y z (Å)
1 H 0.6748 0.4272 -2.7404
2 H 0.7832 -1.8736 2.7423
3 H 0.9935 -1.0762 1.2235
4 C -1.0487 -1.1950 1.6230
5 H 1.8784 1.4929 -2.0482
6 H -0.9556 1.5435 -0.8815
7 H 0.1357 2.9427 -1.0911
8 H 0.3342 -2.7746 1.3109
9 H -0.9825 -0.2154 2.0855
10 C 0.9483 0.9748 -1.8405
11 H -1.7550 -1.9571 2.0001
12 C -0.2061 2.0034 -1.5186
13 H -1.4377 -0.9849 0.6108
14 C 0.3163 -1.8022 1.7437
15 H 1.0113 0.2914 -0.9846
16 H -0.5588 2.2078 -2.5416

- HOMO (spin up / spin down) (eV) = -15.54 / -14.85
- electronic energy (Eh) = -159.1456
- gap between HOMO and LUMO (spin up / spin down) (Eh) = 0.4508 / 0.1209
- net charge = +1
- <S²> = 0.75
- energy relative to the best compared isomer or geometry (same formula, charge and spin) (eV) = 0.659
- multiplicity = 2